Density functional theory data (the ωB97M-V functional and the def2-TZVPD basis) for a 2-piece molecular cluster, ClN2O2 overall at a distorted geometry.

```
! RIJCOSX wB97M-V def2-TZVPD def2/J DEFGRID3
* xyz -1 1
N -0.760 0.181 1.327
N 0.535 -0.369 -0.731
O 1.629 0.178 -0.841
O 0.297 -1.487 -1.107
Cl -1.701 1.498 1.352
*
```

Summary:
- relative energy (zero: lowest compared OMol25 entry of this formula, charge and spin) (kcal/mol) = 62.4
- HOMO (spin up / spin down) (eV) = -2.651 / -3.223
- total energy (eV) = -19592.3133
- maximum force (eV/A) = 2.43

Per-atom Mulliken charges, elementary charge units:
1. N -0.1915
2. N 0.3468
3. O -0.5324
4. O -0.5234
5. Cl -0.0995

=====

Density functional theory data (the ωB97M-V functional and the def2-TZVPD basis) for C31H34BBaN9S2Si as an isolated structure at a distorted geometry.

```
! RIJCOSX wB97M-V def2-TZVPD def2/J DEFGRID3
* xyz 0 1
Ba 0.489 -1.241 -0.621
C -0.738 -4.844 1.444
N 0.694 -4.804 1.022
C 1.278 -5.798 0.280
C 2.590 -5.458 0.199
N 2.796 -4.221 0.792
B 4.213 -3.474 0.803
N 4.052 -1.990 0.724
C 4.398 -1.093 1.696
C 4.317 0.166 1.209
N 4.104 0.013 -0.184
C 4.110 1.078 -1.189
C 3.768 -1.307 -0.434
S 3.254 -1.922 -1.845
C 1.623 -3.875 1.441
S 1.119 -2.587 2.398
H -1.106 -5.885 1.634
H -1.420 -4.360 0.663
H -0.879 -4.249 2.345
H 0.750 -6.739 0.032
H 3.419 -5.999 -0.271
H 4.901 -3.976 -0.086
H 4.684 -3.875 1.808
H 4.553 -1.449 2.676
H 4.782 1.091 1.622
H 3.509 1.970 -0.854
H 3.637 0.656 -2.096
H 5.149 1.420 -1.435
C -6.571 1.288 0.707
C -5.456 0.949 1.517
C -4.421 0.217 0.970
C -4.340 -0.074 -0.402
C -5.387 0.411 -1.213
C -6.549 1.059 -0.661
Si -3.057 -1.464 -0.969
C -4.227 -2.991 -0.895
C -4.780 -3.649 -1.975
C -5.907 -4.459 -1.840
C -6.415 -4.771 -0.518
C -5.669 -4.323 0.579
C -4.683 -3.365 0.385
H -7.452 1.572 1.275
H -5.376 1.201 2.557
H -3.644 -0.170 1.647
H -5.381 0.108 -2.254
H -7.380 1.330 -1.351
H -2.044 -1.521 0.151
H -4.385 -3.404 -2.996
H -6.421 -4.898 -2.687
H -7.309 -5.387 -0.448
H -5.849 -4.814 1.540
H -4.255 -2.894 1.280
C 0.773 2.428 1.120
C 0.422 2.607 -0.308
N 0.338 1.597 -1.172
C -0.099 2.211 -2.386
C -0.199 3.568 -2.255
N 0.185 3.818 -0.898
C 0.196 5.222 -0.264
N 1.441 5.353 0.472
N 1.497 5.681 1.797
N 2.704 5.562 2.234
C 3.561 5.349 1.095
C 5.015 5.154 0.988
C 5.530 4.971 -0.314
C 4.657 4.983 -1.407
C 3.295 4.959 -1.260
C 2.720 5.259 -0.040
H 0.124 1.653 1.588
H 0.512 3.333 1.637
H 1.797 2.166 1.243
H -0.335 1.589 -3.207
H -0.484 4.351 -2.974
H -0.723 5.343 0.394
H 0.172 5.872 -1.120
H 5.632 5.226 1.897
H 6.575 4.673 -0.426
H 4.957 5.062 -2.447
H 2.648 4.808 -2.156
*
```

Summary:
- relative energy (zero: lowest compared OMol25 entry of this formula, charge and spin) (kcal/mol) = 10.2
- HOMO (eV) = -5.973
- total energy (eV) = -77027.3893
- maximum force (eV/A) = 3.79

Per-atom Mulliken charges, elementary charge units:
1. Ba 1.0601
2. C -0.9306
3. N 0.4084
4. C -0.4964
5. C -0.5101
6. N 0.4428
7. B 0.1845
8. N 0.3402
9. C -0.5490
10. C -0.6325
11. N 0.2923
12. C -0.5294
13. C -0.6523
14. S -0.1413
15. C -0.5421
16. S -0.1691
17. H 0.3098
18. H 0.3428
19. H 0.3216
20. H 0.3864
21. H 0.4104
22. H -0.1581
23. H -0.1691
24. H 0.5923
25. H 0.3914
26. H 0.0108
27. H 0.2695
28. H 0.3180
29. C -0.3214
30. C -0.6365
31. C -0.2645
32. C 0.3380
33. C -0.3475
34. C -0.5157
35. Si -0.1205
36. C 0.2863
37. C -0.3661
38. C -0.3588
39. C -0.4436
40. C -0.5974
41. C -0.1422
42. H 0.3263
43. H 0.3850
44. H 0.2322
45. H 0.3404
46. H 0.3318
47. H -0.4256
48. H 0.2597
49. H 0.3694
50. H 0.3592
51. H 0.3592
52. H 0.2837
53. C -1.1436
54. C 0.2563
55. N 0.2971
56. C -0.9233
57. C -0.5158
58. N 0.3556
59. C -0.7406
60. N 0.7065
61. N -0.6373
62. N -0.4468
63. C 0.3918
64. C -0.7766
65. C -0.3690
66. C -0.7497
67. C -0.3361
68. C 0.7241
69. H 0.3664
70. H 0.4003
71. H 0.1421
72. H 0.4608
73. H 0.4207
74. H 0.2468
75. H 0.3809
76. H 0.4393
77. H 0.4169
78. H 0.3756
79. H 0.3248